(1)
Here is 2 unconnected molecules or ions with the total composition C5H11NO at a distorted geometry from the Open Molecules 2025 dataset. Energies are from ωB97M-V/def2-TZVPD.

Geometry (Å):
C 0.5438 -0.3465 2.7724
N 0.0062 -0.2121 1.4462
C 0.2552 -1.2169 0.5518
C -0.2076 -0.9396 -0.8359
O 0.7475 -2.3073 0.8693
H 1.0560 -1.2872 2.9046
H 1.3777 0.4334 2.9157
H -0.2137 -0.2384 3.5868
H -0.4460 0.6660 1.1264
H -0.2455 0.1413 -1.0289
H -1.2852 -1.3273 -1.0671
H 0.5589 -1.3396 -1.5833
C -0.7541 1.6372 -1.5296
C 0.0399 1.1770 -2.4573
H -0.5974 1.5127 -0.4857
H -1.8663 1.8719 -1.5697
H 1.0791 0.6993 -2.1156
H -0.0484 1.0761 -3.5002

The structure (SMILES) is CNC(C)=O.C=C. The calculation puts the largest force on an atom at 3.963 eV Å⁻¹. As for the HOMO-LUMO gap: 9.976 eV. The LUMO energy is 0.781 eV. Its spin multiplicity is 1.



(2)
Here is C5H11NO2 in the gas phase at a distorted geometry from the Open Molecules 2025 dataset. Energies are from ωB97M-V/def2-TZVPD.

Geometry (Å):
C 1.5275 1.7233 0.9919
C 0.7602 1.3497 -0.2591
C 0.2320 -0.0710 -0.1397
C -0.4747 -0.0827 1.2488
O -0.3231 -0.9243 2.0862
N -0.5052 -0.4492 -1.3617
C -0.9637 -1.8562 -1.3873
O -1.7433 -1.9874 -0.1993
H 2.0929 0.9262 1.5256
H 0.9108 2.1495 1.8044
H 2.3089 2.4501 0.7328
H 1.2298 1.4252 -1.2424
H 0.0638 2.1971 -0.4366
H 1.1466 -0.6848 -0.0237
H -1.1189 0.8199 1.4518
H -1.2398 0.2296 -1.5037
H -1.6768 -2.0656 -2.1891
H -0.0331 -2.3990 -1.2726
H -2.1938 -2.7503 0.1736

The structure (SMILES) is CC[C@@H](C=O)NCO. The calculation puts the largest force on an atom at 2.425 eV Å⁻¹. As for the HOMO-LUMO gap: 9.879 eV. The LUMO energy is 0.949 eV. Its spin multiplicity is 1.



(3)
Here is a molecular structure, C21H35Cl2HgN4O3S at a distorted geometry from the Open Molecules 2025 dataset. Energies are from ωB97M-V/def2-TZVPD.

Geometry (Å):
O -1.4502 0.2417 -3.5421
C -0.1748 0.0960 -3.8254
C 0.2887 -1.3205 -4.2362
C 0.4126 -2.3305 -3.2847
H 0.0706 -2.1668 -2.2547
C 1.0482 -3.5354 -3.6222
H 1.1798 -4.3093 -2.8620
C 1.5111 -3.7344 -4.9278
H 2.0129 -4.6650 -5.1983
C 1.3071 -2.7433 -5.8951
H 1.6363 -2.8877 -6.9224
C 0.6678 -1.5472 -5.5533
H 0.4890 -0.7424 -6.2691
H -0.2599 0.7157 -4.7366
C 0.6831 2.2396 -2.6661
C 0.9230 0.7887 -2.9237
H 1.1661 2.8934 -3.4104
H 1.0622 2.5213 -1.6729
H -0.3893 2.4429 -2.7021
C 2.0872 0.1886 -2.5854
C 3.3779 0.9262 -2.4135
H 2.1489 -0.8880 -2.4171
H 3.9510 0.8831 -3.3537
H 4.0136 0.5146 -1.6204
H 3.1861 1.9831 -2.1936
Hg 1.1323 0.2471 0.3949
Cl 2.4825 -2.0127 0.9418
Cl 2.5934 2.0388 0.9533
C 1.4471 0.2072 3.5567
O 0.2805 0.3324 3.1451
N 1.9763 0.8128 4.6299
C 1.1529 1.5712 5.5519
C 3.3884 0.6728 4.9453
H 2.1577 -0.4521 3.0281
H 0.1733 1.7251 5.1015
H 1.6299 2.5310 5.7662
H 1.0497 1.0440 6.5075
H 3.8906 0.2355 4.0794
H 3.5539 0.0277 5.8163
H 3.8349 1.6449 5.1747
H -3.1191 4.3584 0.6358
H -4.8370 2.9369 -0.8917
C -2.4554 4.2444 -0.2323
C -4.0044 2.9106 -1.6102
N -2.7239 3.0043 -0.9373
H -1.4187 4.2596 0.1058
C -1.9823 1.9023 -0.6859
O -1.0943 1.8611 0.1817
H -4.0441 1.9736 -2.1685
H -2.2131 1.0396 -1.3395
H -2.6390 5.0764 -0.9194
H -4.1222 3.7525 -2.3001
S -0.7739 -1.2372 -0.1503
C -1.2652 -1.7539 1.4134
N -0.4597 -2.4354 2.2293
C -0.8057 -2.6978 3.6217
C -2.2963 -2.9468 3.7558
C -3.1355 -1.8936 3.0596
N -2.5164 -1.4750 1.8041
H 0.5327 -2.4767 1.9427
H -0.5049 -1.8443 4.2458
H -0.2342 -3.5726 3.9520
H -2.5694 -2.9898 4.8135
H -2.5271 -3.9254 3.3253
H -3.2809 -1.0020 3.6856
H -4.1333 -2.2943 2.8390
H -3.0687 -0.9647 1.1204

The net charge is -1. The calculation puts the largest force on an atom at 3.664 eV Å⁻¹. As for the HOMO-LUMO gap: 5.060 eV. The LUMO energy is 2.197 eV. Its spin multiplicity is 1.



(4)
Here is 2 unconnected molecules or ions with the total composition C6H11NO2 at a distorted geometry from the Open Molecules 2025 dataset. Energies are from ωB97M-V/def2-TZVPD.

Geometry (Å):
C 0.5141 -0.8481 0.5928
C 2.7473 0.2024 1.3719
C 0.5549 -1.3419 -0.7963
C -0.4220 1.1760 -0.9524
C -1.8253 -0.6212 -0.0511
C -0.4198 -0.2408 -0.3537
N 3.1693 0.2340 0.0898
O 2.9636 1.2710 -0.5925
O 3.7108 -0.8042 -0.3599
H 0.6856 -1.3439 1.5100
H 3.2466 -0.5303 2.0037
H 0.3397 -2.4481 -1.0058
H 2.5795 1.1559 1.8952
H 1.1574 -0.8091 -1.5747
H -0.6005 1.2414 -2.0159
H 0.5951 1.5550 -0.8276
H -1.0390 1.8269 -0.3908
H -2.5563 -0.4835 -0.7974
H -1.8713 -1.7668 0.1294
H -2.2368 -0.2309 0.9585

The calculation puts the largest force on an atom at 4.872 eV Å⁻¹. As for the HOMO-LUMO gap (alpha / beta): 8.072 / 7.409 eV. The LUMO energy (alpha / beta) is -1.013 / -1.367 eV. Its spin multiplicity is 1.



(5)
Here is 2 unconnected molecules or ions with the total composition C4H5NO2 at a distorted geometry from the Open Molecules 2025 dataset. Energies are from ωB97M-V/def2-TZVPD.

Geometry (Å):
O -2.5676 1.0560 -0.2738
C -1.7706 0.2634 0.1210
C -0.2488 0.0649 -0.6043
C 0.2003 0.7484 0.5673
N 2.2067 -0.0713 0.4138
C 2.0102 -1.0721 -0.1651
O -0.0534 -1.2074 -0.6999
H -1.9659 -0.6047 0.7767
H -0.3075 0.6916 -1.5087
H 0.2512 1.8346 0.5935
H 0.1780 0.2245 1.5183
H 2.1722 -2.0107 -0.6555

The calculation puts the largest force on an atom at 1.037 eV Å⁻¹. As for the HOMO-LUMO gap: 8.773 eV. The LUMO energy is -0.736 eV. Its spin multiplicity is 1.



(6)
Here is a molecular structure, C2H3BrO3S at a distorted geometry from the Open Molecules 2025 dataset. Energies are from ωB97M-V/def2-TZVPD.

Geometry (Å):
C -0.1323 -0.1565 -1.7143
C 0.3561 1.0799 0.8899
O -1.7133 -0.5381 0.6803
O 0.3236 -1.4756 1.6438
O 0.3118 -0.9725 -0.8360
S -0.2924 -0.5488 0.7712
Br 2.1871 0.8182 1.0976
H -1.2263 0.0975 -1.6583
H 0.3425 0.2593 -2.6058
H -0.1568 1.4365 1.7317

The calculation puts the largest force on an atom at 3.248 eV Å⁻¹. As for the HOMO-LUMO gap (alpha / beta): 5.607 / 8.001 eV. The LUMO energy (alpha / beta) is -2.564 / -1.239 eV. Its spin multiplicity is 1.



(7)
Here is 2 unconnected molecules or ions with the total composition C10H16 at a distorted geometry from the Open Molecules 2025 dataset. Energies are from ωB97M-V/def2-TZVPD.

Geometry (Å):
C -0.9908 0.6346 -3.3365
C -1.2544 0.8488 -1.8230
C -0.0977 0.2374 -0.9758
C -0.2788 -0.6074 0.0446
C 0.7042 -1.5039 0.5216
C 1.9760 -1.3305 0.0690
C 2.2743 -0.2651 -0.7532
C 1.1927 0.5020 -1.3446
H -1.8982 0.8894 -3.8883
H -0.7342 -0.4622 -3.8797
H -0.1621 1.1092 -3.7706
H -1.2315 1.9811 -1.5916
H -2.2111 0.3856 -1.5785
H -1.3736 -0.8335 0.3409
H 0.4071 -2.3374 1.1239
H 2.8085 -1.8323 0.7971
H 3.3019 0.0933 -0.8682
H 1.3397 1.2749 -2.0261
C -1.5630 1.1087 3.1800
C -0.8321 -0.2021 3.6022
H -1.1849 1.9803 3.8413
H -1.2888 1.4518 2.1389
H -2.7097 1.1647 3.4186
H -0.0587 -0.4468 2.7974
H -0.3150 -0.0124 4.4797
H -1.4713 -0.9413 3.5598

The structure (SMILES) is CCc1ccccc1.CC. The calculation puts the largest force on an atom at 6.196 eV Å⁻¹. As for the HOMO-LUMO gap: 10.041 eV. The LUMO energy is 0.996 eV. Its spin multiplicity is 1.



The highest largest force on an atom belongs to which entry? C10H16